Below is C27H36N4O2ReS3 as an isolated structure, with properties calculated with the ωB97M-V functional and the def2-TZVPD basis.

Properties
orbital gap (alpha / beta)	7.09 / 4.14	eV
energy above the lowest of the compared OMol25 structures with the same formula, charge and spin	0.0	kJ/mol
charge	+4
HOMO (alpha / beta)	-18.70 / -18.28	eV
energy	-2691.331841	a.u.
<S²>	3.775
spin multiplicity	4

Last column: Löwdin charge in e.
Element x y z (Å)
Re (-0.1733, -1.0941, 0.6749)  1.291
C (0.8480, -2.6647, 3.0888)  -0.151
C (1.1760, -1.1943, 3.2407)  -0.139
N (0.1391, -0.3289, 2.5800)  -0.216
C (-1.1508, -0.0733, 3.3349)  -0.180
C (-2.0200, -1.3017, 3.3610)  -0.369
S (-2.1528, -2.1015, 1.7295)  0.961
C (-1.7603, -3.8753, 2.0773)  -0.311
C (-0.3639, -4.2071, 1.5435)  -0.172
N (0.5207, -2.9827, 1.6659)  -0.189
H (0.0614, -2.9477, 3.7862)  0.116
H (1.7348, -3.2512, 3.3768)  0.156
H (2.1464, -0.9866, 2.7462)  0.122
H (1.2964, -0.9583, 4.3134)  0.155
H (0.5690, 0.5802, 2.4663)  0.113
H (-1.5670, 0.7744, 2.8237)  0.112
H (-0.9277, 0.2247, 4.3654)  0.151
H (-2.9934, -1.0528, 3.7750)  0.114
H (-1.6456, -2.0519, 4.0380)  0.074
H (-2.5568, -4.5288, 1.7131)  0.113
H (-1.8316, -3.9510, 3.1446)  0.081
H (-0.3214, -4.5445, 0.5194)  0.125
H (0.0962, -4.9666, 2.1770)  0.144
H (1.3602, -3.3034, 1.2553)  0.082
C (-2.2308, -1.4278, -2.3133)  0.027
C (-0.9230, -2.0641, -2.2334)  -0.364
C (-0.2303, -2.6033, -3.4225)  0.027
O (-0.3161, -2.1764, -1.1029)  -0.190
H (-2.0603, -0.5792, -2.9517)  0.104
H (-2.6465, -1.1458, -1.3599)  0.076
H (-2.9104, -2.0736, -2.8708)  0.134
H (0.7816, -2.1773, -3.5382)  0.111
H (-0.7800, -2.4828, -4.3619)  0.113
H (-0.0455, -3.6779, -3.2791)  0.122
N (7.0138, 0.2157, 0.2021)  0.240
C (6.0547, -0.0836, -0.6710)  -0.683
S (6.1227, -0.1972, -2.2974)  1.160
C (4.6148, -0.2094, -0.2662)  -0.255
C (3.7652, 0.8335, 0.0847)  0.037
C (2.4043, 0.6206, 0.2748)  -0.081
N (1.8343, -0.6245, 0.1230)  -0.077
C (2.6978, -1.6195, -0.2373)  -0.070
C (4.0600, -1.4681, -0.4382)  0.009
H (7.9674, 0.3458, -0.0914)  0.156
H (6.8205, 0.3119, 1.1692)  0.145
H (4.1293, 1.8681, 0.2713)  0.162
H (1.7215, 1.3868, 0.5900)  0.083
H (2.2448, -2.6059, -0.3193)  0.116
H (4.6707, -2.3199, -0.6840)  0.142
O (-1.0041, 0.5045, 0.0604)  -0.662
S (-0.7054, 2.1600, -0.3986)  1.195
C (-0.8681, 2.1926, -2.1216)  -0.413
C (0.3376, 1.8696, -2.8413)  -0.080
C (0.3123, 2.0012, -4.2044)  -0.045
C (-0.8328, 2.4668, -4.8893)  0.000
C (-1.9824, 2.7815, -4.1903)  -0.009
C (-2.0211, 2.6062, -2.7849)  -0.022
C (-1.9713, 3.1434, 0.2615)  -0.453
C (-3.2674, 2.6775, 0.4926)  -0.083
C (-4.2617, 3.5832, 0.8414)  -0.021
C (-3.9421, 4.9317, 0.9775)  -0.014
C (-2.6797, 5.4085, 0.7182)  -0.018
C (-1.6525, 4.5097, 0.3861)  -0.047
H (1.2785, 1.7153, -2.3341)  0.095
H (1.2310, 1.8550, -4.7327)  0.116
H (-0.8278, 2.5627, -5.9566)  0.128
H (-2.8584, 3.1403, -4.7290)  0.136
H (-2.9568, 2.8412, -2.2871)  0.126
H (-3.5569, 1.6390, 0.3615)  0.117
H (-5.2547, 3.1582, 1.0414)  0.138
H (-4.6773, 5.6521, 1.2671)  0.129
H (-2.4559, 6.4629, 0.7227)  0.132
H (-0.6274, 4.8779, 0.2659)  0.127

Cartesian forces, eV/Å:
Re 0.15 -2.87 0.73
C 0.72 -0.22 0.29
C 0.35 0.22 0.36
N 0.36 0.29 0.92
C 1.16 -0.44 0.26
C -0.31 -0.10 0.36
S -0.81 0.34 -0.54
C 0.19 0.42 -0.55
C 0.10 0.63 0.99
N -1.16 0.13 0.21
H -0.06 -0.17 -0.40
H -0.31 0.16 0.07
H -0.54 0.05 0.25
H -0.13 0.05 -0.43
H 0.13 0.30 0.30
H -0.64 0.26 -0.20
H 0.01 0.01 -0.11
H -0.29 0.07 -0.36
H 0.26 -0.11 0.30
H 0.17 0.26 -0.37
H 0.16 -0.10 0.62
H -0.27 0.04 -0.31
H -0.15 -0.26 -0.10
H 1.26 -0.22 -0.49
C -0.06 -0.35 -0.28
C 1.42 -0.59 2.36
C 0.30 -0.45 -0.57
O -0.48 0.20 -2.59
H -0.23 0.79 -0.39
H -0.04 0.11 0.22
H -0.09 -0.06 -0.05
H -0.44 0.08 0.19
H 0.02 0.07 0.32
H -0.17 0.13 0.05
N -1.24 -0.62 -2.03
C 0.78 1.46 2.44
S 0.49 -0.22 -1.32
C -0.06 -0.48 -0.26
C -0.12 1.69 0.56
C 0.19 -1.70 -0.17
N 1.64 0.49 -0.34
C -0.92 -0.18 0.35
C -0.67 0.10 0.29
H 0.41 0.05 -0.12
H -0.23 0.03 0.99
H -0.13 -0.89 -0.32
H 0.09 0.43 -0.04
H 0.17 0.26 -0.33
H 0.00 -0.22 -0.14
O -0.91 3.81 -1.19
S 0.67 -2.19 0.65
C 0.58 -0.46 -0.82
C -1.42 0.92 0.52
C -0.29 0.37 -0.32
C 0.24 -0.45 0.75
C -0.06 -0.37 0.75
C -0.07 0.26 -0.95
C -0.72 0.41 0.25
C -0.39 0.04 -0.32
C 0.14 -0.69 0.40
C -0.49 -0.03 -0.12
C 1.22 -0.76 -0.50
C 0.02 -0.04 0.23
H -0.02 -0.27 0.18
H 0.27 -0.18 -0.43
H 0.17 0.13 -0.37
H 0.16 -0.07 0.26
H 0.26 -0.02 0.25
H 0.31 0.02 -0.01
H 0.37 0.62 -0.10
H -0.55 0.15 0.10
H -0.03 0.12 0.27
H -0.40 -0.18 -0.15

=====

Below is C50H36BaN2O5P2S7 as an isolated structure, with properties calculated with the ωB97M-V functional and the def2-TZVPD basis.

Properties
orbital gap	4.82	eV
charge	-2
HOMO	-1.08	eV
energy	-5908.338341	a.u.
spin multiplicity	1

Last column: Löwdin charge in e.
Element x y z (Å)
Ba (-0.7907, 0.4243, -1.9852)  1.471
O (-1.8838, -2.7692, 0.1220)  -0.518
S (-1.4816, -1.3940, 0.6373)  0.825
C (-2.8601, -0.8572, 1.7202)  -0.390
C (-3.6953, -1.8640, 2.1890)  -0.084
C (-4.7978, -1.5313, 2.9583)  -0.079
C (-5.0694, -0.1957, 3.2436)  -0.083
C (-4.2494, 0.7965, 2.7281)  -0.092
C (-3.1411, 0.4945, 1.9370)  -0.351
P (-2.0281, 1.7614, 1.1209)  1.047
C (-1.8195, 2.9359, 2.5406)  -0.332
C (-2.7000, 3.9800, 2.8307)  -0.091
C (-2.4988, 4.7922, 3.9422)  -0.095
C (-1.4079, 4.5822, 4.7796)  -0.103
C (-0.5137, 3.5586, 4.4929)  -0.074
C (-0.7237, 2.7506, 3.3806)  -0.078
C (-3.1906, 2.7615, 0.1005)  -0.405
C (-2.6682, 3.8832, -0.5458)  -0.135
C (-3.4711, 4.6381, -1.3893)  -0.095
C (-4.7987, 4.2916, -1.5973)  -0.096
C (-5.3245, 3.1757, -0.9628)  -0.091
C (-4.5200, 2.4131, -0.1243)  -0.149
C (-0.2438, -1.8841, 1.9554)  -0.289
C (-0.6113, -3.0881, 2.5665)  -0.085
C (0.2087, -3.6942, 3.4952)  -0.078
C (1.4345, -3.1156, 3.8106)  -0.084
C (1.8097, -1.9452, 3.1797)  -0.135
C (1.0003, -1.2995, 2.2330)  -0.342
P (1.5403, 0.2661, 1.3945)  1.109
C (3.0974, -0.2526, 0.5055)  -0.342
C (3.5717, 0.6424, -0.4569)  -0.122
C (4.7227, 0.3566, -1.1880)  -0.073
C (5.4141, -0.8285, -0.9835)  -0.098
C (4.9279, -1.7456, -0.0554)  -0.094
C (3.7771, -1.4619, 0.6724)  -0.092
C (2.2972, 1.1928, 2.8154)  -0.357
C (3.1855, 2.2257, 2.4967)  -0.078
C (3.7202, 3.0456, 3.4809)  -0.080
C (3.3724, 2.8610, 4.8156)  -0.108
C (2.4693, 1.8588, 5.1434)  -0.119
C (1.9323, 1.0410, 4.1516)  -0.136
H (-3.5046, -2.8892, 1.8999)  0.099
H (-5.4552, -2.3128, 3.3224)  0.097
H (-5.9330, 0.0723, 3.8404)  0.096
H (-4.4790, 1.8387, 2.9257)  0.103
H (-3.5405, 4.1732, 2.1744)  0.101
H (-3.1939, 5.5978, 4.1485)  0.093
H (-1.2488, 5.2208, 5.6413)  0.091
H (0.3588, 3.3930, 5.1142)  0.082
H (-0.0055, 1.9717, 3.1503)  0.055
H (-1.6184, 4.1396, -0.4373)  0.033
H (-3.0284, 5.4699, -1.9224)  0.104
H (-5.4120, 4.8604, -2.2862)  0.094
H (-6.3495, 2.8737, -1.1385)  0.095
H (-4.9399, 1.5309, 0.3423)  0.076
H (-1.5352, -3.5580, 2.2678)  0.088
H (-0.1010, -4.6226, 3.9623)  0.099
H (2.0974, -3.5865, 4.5276)  0.099
H (2.7701, -1.5041, 3.4215)  0.106
H (3.0073, 1.5517, -0.6778)  0.005
H (5.0499, 1.0667, -1.9391)  0.107
H (6.2996, -1.0531, -1.5668)  0.098
H (5.4323, -2.6945, 0.0898)  0.097
H (3.4145, -2.2096, 1.3686)  0.086
H (3.4491, 2.4115, 1.4619)  0.090
H (4.3995, 3.8393, 3.1927)  0.100
H (3.7911, 3.4997, 5.5845)  0.092
H (2.1678, 1.7100, 6.1735)  0.098
H (1.2137, 0.2797, 4.4334)  0.105
S (-3.6577, -0.4537, -1.4486)  0.480
C (-2.9968, -1.6269, -2.5366)  -1.143
N (-1.8829, -1.4964, -3.2410)  -0.191
C (-1.6910, -2.5625, -4.1285)  -0.307
C (-0.6586, -2.6379, -5.0614)  -0.009
C (-0.5900, -3.7354, -5.9042)  -0.097
C (-1.5433, -4.7571, -5.8313)  -0.120
C (-2.5833, -4.6809, -4.9152)  -0.110
C (-2.6520, -3.5762, -4.0668)  -0.483
S (-3.8291, -3.1394, -2.8702)  0.998
H (0.0670, -1.8344, -5.1219)  0.111
H (0.2110, -3.7960, -6.6318)  0.095
H (-1.4732, -5.6046, -6.5020)  0.087
H (-3.3291, -5.4652, -4.8672)  0.094
O (0.7125, -1.3744, -1.0252)  -0.266
C (1.3905, -2.2073, -1.5911)  -0.187
C (2.1700, -1.9351, -2.7912)  -0.121
C (3.1278, -2.8641, -3.1505)  0.024
C (4.0016, -2.5755, -4.1593)  -0.166
C (3.9569, -1.3360, -4.8372)  -0.010
C (3.0057, -0.4165, -4.5194)  0.018
C (2.0225, -0.6907, -3.4982)  -0.382
O (1.0806, 0.1027, -3.2538)  -0.354
N (5.0391, -3.5656, -4.5067)  -0.370
O (5.0641, -4.6207, -3.8933)  0.028
O (5.8446, -3.2617, -5.3743)  0.026
H (1.4671, -3.2300, -1.1728)  0.144
H (3.2091, -3.8007, -2.6110)  0.128
H (4.6904, -1.1325, -5.6055)  0.110
H (2.9394, 0.5407, -5.0191)  0.121
S (0.8674, 2.9102, -0.8446)  -0.227
S (0.5543, 4.5150, -2.1868)  -0.222
S (0.1079, 3.7160, -4.0439)  -0.279
S (-1.7413, 2.7198, -4.0156)  -0.305

Cartesian forces, eV/Å:
Ba -1.29 3.26 1.27
O 0.35 1.36 0.63
S -0.16 -1.42 0.18
C 0.07 -0.21 -0.13
C -0.07 0.18 0.06
C -0.01 0.05 0.02
C 0.14 -0.09 -0.10
C -0.01 0.18 0.06
C 0.31 -0.04 -0.11
P -0.33 0.26 0.27
C 0.00 -0.07 0.09
C 0.02 0.02 0.03
C 0.09 -0.10 -0.04
C -0.04 -0.06 -0.10
C -0.11 -0.01 -0.11
C 0.03 -0.03 0.00
C -0.12 -0.24 0.02
C 0.06 -0.02 -0.03
C 0.05 0.01 0.01
C 0.01 -0.04 0.03
C 0.16 -0.01 0.06
C -0.15 0.00 0.06
C -0.21 -0.29 -0.03
C 0.17 0.25 0.00
C 0.08 -0.01 0.06
C -0.12 -0.02 -0.08
C 0.14 0.13 0.03
C -0.33 0.07 -0.06
P 0.16 -0.22 -0.09
C -0.08 -0.04 0.03
C -0.05 0.01 -0.09
C -0.10 0.01 0.07
C -0.13 -0.05 0.05
C -0.07 0.14 -0.10
C 0.01 -0.01 0.11
C 0.20 0.03 -0.15
C 0.02 0.05 0.01
C -0.10 -0.10 0.03
C -0.02 -0.08 -0.13
C 0.06 -0.05 -0.13
C 0.11 -0.09 0.12
H 0.02 0.03 -0.03
H 0.01 0.03 -0.01
H 0.01 0.00 0.01
H 0.01 -0.04 -0.01
H 0.01 -0.02 0.00
H 0.00 0.00 -0.01
H -0.01 0.00 -0.02
H -0.07 0.03 -0.03
H -0.20 0.14 -0.01
H -0.03 -0.04 -0.01
H 0.00 -0.03 0.00
H 0.03 0.03 0.01
H -0.01 -0.01 -0.01
H 0.02 -0.02 -0.04
H -0.02 -0.02 -0.02
H 0.02 0.03 -0.01
H -0.01 0.04 -0.01
H -0.03 0.01 0.00
H 0.05 -0.10 0.03
H 0.02 -0.05 0.02
H -0.02 -0.02 0.02
H -0.01 0.02 -0.01
H -0.01 0.07 -0.06
H -0.05 -0.02 0.04
H -0.01 -0.02 0.04
H -0.02 -0.01 0.00
H 0.00 0.00 0.01
H 0.03 0.01 0.00
S -0.36 -0.79 -0.48
C 0.29 0.27 -0.25
N -0.98 -1.44 -0.79
C 0.01 0.65 0.49
C 0.14 -0.07 -0.06
C -0.04 0.04 0.08
C -0.01 0.15 0.10
C 0.03 0.05 0.06
C -0.03 -0.08 -0.08
S -0.34 -0.19 0.12
H -0.06 -0.03 0.02
H -0.02 -0.01 0.02
H -0.02 -0.02 0.02
H -0.01 0.02 0.02
O 0.08 -0.57 0.73
C 0.63 -0.17 -0.82
C -0.34 -0.21 0.64
C -0.04 -0.20 0.22
C 0.92 -0.58 -0.56
C 0.04 -0.04 -0.02
C -0.10 -0.12 0.12
C 0.07 0.21 -0.11
O 2.14 -0.62 -1.52
N -0.65 0.99 0.36
O 0.06 -0.13 -0.10
O 0.07 -0.17 -0.10
H 0.08 0.04 -0.02
H 0.00 0.02 -0.04
H 0.00 -0.05 0.00
H 0.00 0.00 -0.01
S 0.03 0.70 -0.10
S -0.15 -0.51 0.17
S -0.23 -0.30 0.12
S 0.39 0.40 0.03

=====

Among the records above, which one has the highest charge? C27H36N4O2ReS3

=====

Number 1 is which compound? C27H36N4O2ReS3